Model a:
DFT (wB97M-V/def2-TZVPD) results for C4H4NP in the gas phase.

- SMILES = PN=c1c2c1C2
- gap between HOMO and LUMO (eV) = 8.049
- E_HOMO (Ha) = -0.3242
- LUMO (Eh) = -0.028
- multiplicity = 1

Positions of all 10 atoms, in Å:
P -2.733 -0.569 0.326
N -1.148 0.623 0.359
C -0.015 0.162 0.249
C 0.972 -0.776 -0.129
C 1.283 0.581 0.658
C 2.318 -0.066 -0.188
H -2.934 -0.485 -1.090
H -3.702 0.498 0.729
H 3.352 -0.476 0.239
H 2.607 0.508 -1.154

=====

Model b:
DFT (wB97M-V/def2-TZVPD) results for C4H4NP in the gas phase.

- gap between HOMO and LUMO (eV) = 9.610
- E_HOMO (Ha) = -0.3381
- LUMO (Eh) = 0.015
- multiplicity = 1

Positions of all 10 atoms, in Å:
C 2.392 -0.652 0.089
C 0.949 -0.604 -0.207
C 2.712 -1.784 0.430
C 1.760 0.632 -0.452
N 0.050 -1.425 -0.035
P -1.627 -1.262 -0.237
H 1.492 1.452 0.119
H 1.843 0.852 -1.590
H -1.698 -2.195 0.823
H -1.837 -0.478 0.910

=====

The structure with the least stability is model b.

=====

Model a:
DFT (wB97M-V/def2-TZVPD) results for C2I3NO3 as an isolated structure.

- gap between HOMO and LUMO (eV) = 7.465
- E_HOMO (Ha) = -0.3411
- LUMO (Eh) = -0.067
- multiplicity = 1

Positions of all 9 atoms, in Å:
C -0.007 -0.204 -0.113
C -1.316 -0.365 0.097
N 0.741 1.200 -0.122
O 1.867 1.141 -0.531
O 0.134 2.156 0.277
O 0.790 -1.180 -0.461
I -2.034 -2.349 -0.011
I -2.720 1.136 0.365
I 2.544 -1.534 0.498

=====

Model b:
DFT (wB97M-V/def2-TZVPD) results for C2I3NO3 as an isolated structure.

- gap between HOMO and LUMO (eV) = 6.848
- E_HOMO (Ha) = -0.3238
- LUMO (Eh) = -0.072
- multiplicity = 1

Positions of all 9 atoms, in Å:
C 0.585 -0.271 -0.814
C 1.723 -0.029 -0.274
N -1.650 0.449 0.381
O -0.723 0.848 0.996
O -2.316 0.938 -0.485
O -0.347 -0.489 -1.431
I 2.553 -1.690 0.684
I 2.500 1.934 0.151
I -2.326 -1.690 0.792

=====

The structure with the least stability is model b.

=====

Model a:
DFT (wB97M-V/def2-TZVPD) results for a 2-piece molecular cluster, C6H14N2O overall.

- SMILES = C=C[C@H](C)N.C=CON
- gap between HOMO and LUMO (eV) = 9.916
- E_HOMO (Ha) = -0.3255
- LUMO (Eh) = 0.039
- multiplicity = 1

Positions of all 23 atoms, in Å:
C 1.094 -0.695 1.668
C 0.328 0.378 1.768
C -0.195 1.167 0.599
C 0.108 2.661 0.766
N -1.634 0.884 0.456
H 1.390 -1.086 0.706
H 1.433 -1.234 2.541
H 0.025 0.741 2.747
H 0.291 0.810 -0.313
H -0.365 3.054 1.669
H -0.267 3.223 -0.090
H 1.182 2.826 0.840
H -2.026 1.444 -0.294
H -2.130 1.118 1.311
C -0.914 -3.088 -1.275
C -0.866 -1.806 -1.122
O 0.602 -1.517 -1.842
N 1.262 -0.294 -2.056
H -1.568 -3.805 -0.812
H 0.060 -3.312 -1.856
H -1.244 -0.993 -0.519
H 2.250 -0.426 -1.850
H 1.185 -0.051 -3.041

=====

Model b:
DFT (wB97M-V/def2-TZVPD) results for C6H14N2O in the gas phase.

- SMILES = C=C(O)[C@@H](N)[C@@H](N)CC
- gap between HOMO and LUMO (eV) = 9.552
- E_HOMO (Ha) = -0.3187
- LUMO (Eh) = 0.032
- multiplicity = 1

Positions of all 23 atoms, in Å:
C -0.221 -2.130 -1.724
C 0.500 -1.160 -1.107
O 1.471 -0.474 -1.840
C 0.630 -1.068 0.400
N 2.023 -0.689 0.739
C -0.420 -0.053 0.900
N 0.014 0.704 2.020
C -0.910 0.884 -0.520
C -1.386 2.251 -0.033
H -0.273 -2.174 -2.807
H -0.909 -2.750 -1.162
H 2.302 -0.498 -1.328
H 0.407 -2.035 0.867
H 2.064 -0.590 1.754
H 2.619 -1.490 0.534
H -1.369 -0.542 1.134
H 0.764 1.343 1.761
H -0.738 1.187 2.502
H -0.319 1.123 -1.406
H -1.774 0.331 -0.908
H -2.118 2.173 0.777
H -0.526 2.839 0.305
H -1.831 2.817 -0.859

=====

Model c:
DFT (wB97M-V/def2-TZVPD) results for C6H14N2O in the gas phase.

- SMILES = CC(C)=C(O)C(C)(N)N
- gap between HOMO and LUMO (eV) = 8.304
- E_HOMO (Ha) = -0.2771
- LUMO (Eh) = 0.028
- multiplicity = 1

Positions of all 23 atoms, in Å:
C -0.696 -2.307 -1.096
C 0.010 -1.032 -0.693
C 1.427 -0.979 -1.191
C -0.717 0.025 -0.226
O -2.069 -0.235 0.062
C -0.181 1.117 0.632
C 1.045 1.910 0.226
N 0.391 0.103 1.987
N -1.189 1.962 1.108
H -1.021 -2.264 -2.142
H -1.565 -2.519 -0.471
H -0.015 -3.156 -0.983
H 2.072 -1.563 -0.530
H 1.478 -1.402 -2.201
H 1.832 0.023 -1.279
H -2.608 0.459 -0.343
H 0.946 2.323 -0.784
H 1.201 2.748 0.914
H 1.937 1.289 0.293
H 1.277 -0.378 2.147
H -0.372 -0.552 2.151
H -1.260 2.914 0.784
H -1.923 1.514 1.634

=====

The structure with the least stability is model a.

=====

Model a:
DFT (wB97M-V/def2-TZVPD) results for C6H14N2O in the gas phase.

- SMILES = CC1(C)COC[C@@H]1NN
- gap between HOMO and LUMO (eV) = 9.626
- E_HOMO (Ha) = -0.3234
- LUMO (Eh) = 0.030
- multiplicity = 1

Positions of all 23 atoms, in Å:
C 0.196 -1.585 -0.760
C -0.600 -0.443 -0.144
C -1.343 -0.866 1.107
C -1.502 0.159 -1.263
O -0.599 0.928 -2.015
C 0.093 1.700 -1.080
C 0.335 0.818 0.197
N 1.743 0.760 0.339
N 2.399 0.221 1.520
H 1.113 -1.691 -0.077
H 0.466 -1.192 -1.770
H -0.455 -2.488 -0.702
H -0.765 -1.242 1.913
H -2.084 -1.628 1.003
H -1.925 -0.072 1.590
H -2.126 -0.533 -1.830
H -2.267 0.741 -0.833
H -0.499 2.450 -0.714
H 1.083 1.900 -1.456
H -0.029 1.380 1.121
H 2.243 0.369 -0.438
H 2.445 0.970 2.341
H 2.078 -0.656 1.950

=====

Model b:
DFT (wB97M-V/def2-TZVPD) results for C6H14N2O in the gas phase.

- SMILES = CC(=O)[C@H](C)CN(C)N
- gap between HOMO and LUMO (eV) = 8.578
- E_HOMO (Ha) = -0.2874
- LUMO (Eh) = 0.028
- multiplicity = 1

Positions of all 23 atoms, in Å:
C -1.768 1.673 -0.250
C -1.428 0.354 0.411
O -1.982 0.028 1.437
C -0.909 -0.790 -0.611
C -0.882 -2.164 0.036
C 0.461 -0.292 -0.991
N 1.267 0.005 0.270
C 2.592 0.527 -0.050
N 1.027 0.321 1.619
H -1.177 2.463 0.215
H -1.624 1.677 -1.327
H -2.815 1.902 -0.062
H -1.573 -0.744 -1.478
H -0.296 -2.867 -0.553
H -1.896 -2.541 0.150
H -0.422 -2.115 1.021
H 0.394 0.633 -1.588
H 1.041 -1.015 -1.566
H 2.996 0.084 -0.958
H 3.292 0.261 0.739
H 2.600 1.618 -0.182
H 0.748 1.304 1.701
H 0.355 -0.324 2.016

=====

Model c:
DFT (wB97M-V/def2-TZVPD) results for a 2-piece molecular cluster, C6H14N2O overall.

- gap between HOMO and LUMO (alpha / beta) (eV) = 7.671 / 7.958
- E_HOMO (alpha / beta) (Ha) = -0.2937 / -0.2880
- LUMO (alpha / beta) (Eh) = -0.012 / 0.005
- multiplicity = 1

Positions of all 23 atoms, in Å:
C 1.626 -0.499 -0.248
C -0.944 0.416 1.307
C -1.177 -0.160 -2.431
C 2.113 -1.691 0.522
C -1.782 1.668 1.153
N -0.036 0.251 -1.664
N 0.666 -0.715 -1.180
C 0.710 0.824 1.129
O 1.408 0.796 2.126
H 0.232 -1.655 -1.160
H 2.388 0.206 -0.561
H 0.756 1.691 0.443
H -0.955 0.014 2.318
H -1.288 -0.385 0.643
H -0.900 -0.313 -3.487
H -1.909 0.639 -2.402
H -1.632 -1.088 -2.049
H 2.480 -1.366 1.496
H 1.300 -2.394 0.710
H 2.925 -2.204 0.002
H -1.473 2.418 1.881
H -2.843 1.453 1.302
H -1.664 2.096 0.153

=====

Model d:
DFT (wB97M-V/def2-TZVPD) results for C6H14N2O as an isolated structure.

- gap between HOMO and LUMO (eV) = 7.859
- E_HOMO (Ha) = -0.2751
- LUMO (Eh) = 0.014
- multiplicity = 1

Positions of all 23 atoms, in Å:
C 1.487 1.043 1.220
C 1.528 -1.105 -0.371
C 0.887 0.719 -0.154
O 1.274 1.417 -1.138
H 2.556 1.204 1.091
H 1.325 0.271 1.972
H 1.047 1.980 1.573
H 1.166 -1.847 0.345
H 1.579 -1.533 -1.373
H 2.542 -0.806 -0.113
C -1.273 -0.025 1.168
C -0.674 0.442 -0.151
N -1.449 1.557 -0.704
N -1.319 -1.749 -1.147
C -0.626 -0.632 -1.178
H -0.806 2.078 -1.303
H -1.740 2.182 0.040
H -1.845 -2.012 -0.328
H -1.232 -2.439 -1.877
H -0.145 -0.358 -2.108
H -1.197 0.769 1.911
H -2.336 -0.262 1.057
H -0.750 -0.895 1.566

=====

The structure with the least stability is model c.

=====

Model a:
DFT (wB97M-V/def2-TZVPD) results for C4H12N2 as an isolated structure.

- gap between HOMO and LUMO (alpha / beta) (eV) = 6.925 / 4.508
- charge = +1
- E_HOMO (alpha / beta) (Ha) = -0.4735 / -0.4732
- LUMO (alpha / beta) (Eh) = -0.219 / -0.308
- multiplicity = 2

Positions of all 18 atoms, in Å:
N 0.242 -3.896 -0.646
C -0.458 2.133 1.466
C -0.349 2.013 -0.105
C 0.798 1.220 -0.678
C 0.639 -0.186 -0.686
N 0.117 -0.997 0.420
H -0.191 -3.037 -0.324
H -0.468 -4.601 -0.804
H -1.426 2.615 1.607
H 0.224 2.912 1.826
H -0.450 1.165 2.052
H -1.253 1.489 -0.413
H -0.522 3.011 -0.534
H 1.465 1.569 -1.465
H 0.955 -0.890 -1.447
H -0.532 -0.295 -0.075
H 0.532 -0.655 1.311
H 0.678 -3.571 -1.506

=====

Model b:
DFT (wB97M-V/def2-TZVPD) results for a 2-piece molecular cluster, C4H12N2 overall.

- gap between HOMO and LUMO (alpha / beta) (eV) = 7.309 / 3.623
- charge = +1
- E_HOMO (alpha / beta) (Ha) = -0.4315 / -0.4299
- LUMO (alpha / beta) (Eh) = -0.163 / -0.297
- multiplicity = 2

Positions of all 18 atoms, in Å:
C 0.610 1.822 -1.308
C 0.193 0.835 -2.192
N 0.867 0.574 -3.326
H 1.489 2.327 -1.715
H 0.071 2.146 -0.433
H -0.605 0.129 -1.956
H 1.345 1.371 -3.744
H 0.324 0.079 -4.029
C -0.727 -1.611 0.923
N -1.184 -0.787 2.051
C 0.039 -0.105 2.587
H -0.083 -1.105 0.187
H -0.050 -2.356 1.331
H -1.578 -2.122 0.454
H -1.588 -1.307 2.814
H 0.888 -0.813 2.605
H -0.165 0.064 3.664
H 0.153 0.858 2.088

=====

The structure with the least stability is model a.

=====

Model a:
DFT (wB97M-V/def2-TZVPD) results for C4H6N2S in the gas phase.

- SMILES = NN1CC=CC1=S
- gap between HOMO and LUMO (eV) = 8.635
- E_HOMO (Ha) = -0.3062
- LUMO (Eh) = 0.011
- multiplicity = 1

Positions of all 13 atoms, in Å:
N 1.687 0.274 1.168
N 0.485 0.037 0.486
C 0.047 1.112 -0.429
C -1.225 0.455 -1.044
C -1.330 -0.776 -0.566
C -0.305 -1.047 0.427
S 0.035 -2.520 1.112
H 2.440 -0.210 0.687
H 1.556 -0.216 2.038
H 0.609 1.266 -1.429
H -0.005 1.968 0.281
H -1.844 1.024 -1.812
H -2.149 -1.368 -0.920

=====

Model b:
DFT (wB97M-V/def2-TZVPD) results for C4H6N2S in the gas phase.

- SMILES = [H]/N=C1/NC=CCS1
- gap between HOMO and LUMO (eV) = 9.413
- E_HOMO (Ha) = -0.3210
- LUMO (Eh) = 0.025
- multiplicity = 1

Positions of all 13 atoms, in Å:
H 1.859 2.069 0.199
N 1.995 1.115 0.308
C 1.046 0.335 0.128
N 1.057 -1.047 0.255
C 0.028 -1.769 -0.253
C -1.151 -1.364 -0.371
C -1.705 -0.003 0.047
S -0.547 1.275 -0.021
H 2.138 -1.373 0.420
H 0.262 -2.672 -0.981
H -1.724 -2.229 -1.094
H -2.515 0.303 -0.562
H -1.934 -0.173 1.115

=====

The structure with the least stability is model b.

=====

Model a:
DFT (wB97M-V/def2-TZVPD) results for C4H6N2S in the gas phase.

- SMILES = C1=NN=CSCC1
- gap between HOMO and LUMO (eV) = 9.779
- E_HOMO (Ha) = -0.3324
- LUMO (Eh) = 0.027
- multiplicity = 1

Positions of all 13 atoms, in Å:
C 0.689 -1.555 -0.171
N 1.583 -0.652 -0.232
N 1.485 0.349 0.646
C 0.615 1.244 0.498
S -0.755 1.214 -0.613
C -1.521 -0.378 -0.126
C -0.601 -1.390 0.592
H 0.789 -2.498 -0.768
H 0.554 2.045 1.203
H -1.963 -0.751 -1.057
H -2.438 -0.221 0.469
H -0.386 -1.017 1.594
H -1.033 -2.386 0.703

=====

Model b:
DFT (wB97M-V/def2-TZVPD) results for C4H6N2S in the gas phase.

- SMILES = [H]/N=C/N(C=C)C=S
- gap between HOMO and LUMO (eV) = 8.726
- E_HOMO (Ha) = -0.3231
- LUMO (Eh) = -0.002
- multiplicity = 1

Positions of all 13 atoms, in Å:
H 0.658 2.838 -0.037
N 0.791 1.825 -0.017
C -0.335 1.250 -0.017
N -0.527 -0.143 -0.071
C 0.576 -1.040 -0.056
C 1.864 -0.741 0.010
C -1.763 -0.664 -0.036
S -3.204 0.128 0.000
H -1.324 1.751 0.007
H 0.260 -2.078 -0.031
H 2.336 0.243 0.085
H 2.502 -1.607 0.091
H -1.834 -1.760 0.071

=====

The structure with the least stability is model a.

=====

Model a:
DFT (wB97M-V/def2-TZVPD) results for C4H6N2S in the gas phase.

- SMILES = C=C/N=C/NC=S
- gap between HOMO and LUMO (eV) = 8.176
- E_HOMO (Ha) = -0.3186
- LUMO (Eh) = -0.018
- multiplicity = 1

Positions of all 13 atoms, in Å:
C -1.336 2.495 0.369
C -0.828 1.528 -0.430
N -0.457 0.299 0.122
C 0.066 -0.576 -0.710
N 0.802 -1.695 -0.289
C 1.294 -2.011 0.907
S 2.097 -3.426 1.324
H -1.627 3.295 -0.283
H -1.397 2.361 1.477
H -0.842 1.581 -1.512
H -0.062 -0.291 -1.733
H 1.293 -2.192 -1.033
H 0.996 -1.367 1.792

=====

Model b:
DFT (wB97M-V/def2-TZVPD) results for a 2-piece molecular cluster, C4H6N2S overall.

- gap between HOMO and LUMO (eV) = 9.283
- E_HOMO (Ha) = -0.3164
- LUMO (Eh) = 0.025
- multiplicity = 1

Positions of all 13 atoms, in Å:
C 3.401 0.185 -0.020
C -1.365 -0.689 -0.084
C -1.502 0.402 0.926
C 0.164 0.856 -0.978
N 3.730 -0.670 0.673
N -0.249 -0.368 -0.939
S -0.836 1.907 -0.057
H -1.101 -1.668 0.406
H -2.289 -0.676 -0.715
H -2.489 0.528 1.306
H -0.747 0.121 1.710
H 3.323 1.137 -0.506
H -0.040 -1.065 -1.722

=====

Model c:
DFT (wB97M-V/def2-TZVPD) results for C4H6N2S in the gas phase.

- SMILES = Nc1cc(S)c[nH]1
- gap between HOMO and LUMO (eV) = 8.855
- E_HOMO (Ha) = -0.2983
- LUMO (Eh) = 0.027
- multiplicity = 1

Positions of all 13 atoms, in Å:
N 2.885 -0.464 -0.115
C 1.515 -0.237 -0.031
C 0.375 -0.955 0.091
C -0.673 -0.025 0.111
S -2.483 -0.282 -0.120
C -0.158 1.248 -0.003
N 1.180 1.081 -0.075
H 2.817 -1.420 -0.670
H 3.343 -0.592 0.914
H 0.362 -2.017 0.437
H -2.761 0.096 1.239
H -0.761 2.211 -0.062
H 1.911 1.728 0.382

=====

The structure with the least stability is model b.